Here is the molecule C10H14N4S at a distorted geometry from the Open Molecules 2025 dataset. Energies are from ωB97M-V/def2-TZVPD.

Computed properties:
- HOMO (hartree) = -0.2815
- SMILES = CCCCCn1cnc2c(=S)nc[nH]c21
- HOMO-LUMO gap (eV) = 7.4

Geometry as ORCA input:
```
! wB97M-V def2-TZVPD RIJCOSX def2/J DEFGRID3
* xyz 0 1
C 3.790 -0.662 -0.445
C 2.377 -1.184 -0.797
C 1.542 0.143 -1.124
C 1.292 0.963 0.212
C 0.637 0.176 1.304
C -1.017 -1.753 0.924
C -2.905 -0.721 0.435
C -1.828 0.191 0.535
C -3.408 1.957 -0.172
C -4.203 -0.393 -0.054
H 3.898 0.076 0.430
H 4.400 -1.426 -0.202
H 4.000 -0.049 -1.447
H 2.643 -1.703 -1.732
H 1.955 -1.903 -0.197
H 2.076 0.863 -1.831
H 0.534 -0.056 -1.621
H 2.194 1.634 0.304
H 0.559 1.825 -0.168
H 1.397 -0.795 1.405
H 0.418 0.638 2.379
H -0.404 -2.452 1.486
H -1.439 2.513 -0.173
H -3.639 3.096 -0.278
N -0.628 -0.421 0.715
N -2.295 -1.908 0.588
N -2.090 1.550 0.335
N -4.331 0.992 -0.146
S -5.525 -1.189 -0.667
*
```

From a Mulliken analysis of the wavefunction, the atomic charges in e read: number 1, C, carries -1.0943; number 2, C, carries -0.6025; number 3, C, carries -0.6550; number 4, C, carries -0.3505; number 5, C, carries -0.6228; number 6, C, carries -0.2584; number 7, C, carries 0.6136; number 8, C, carries 0.3173; number 9, C, carries -0.0598; number 10, C, carries -0.3782; number 11, H, carries 0.2134; number 12, H, carries 0.4445; number 13, H, carries 0.2734; number 14, H, carries 0.3127; number 15, H, carries 0.4385; number 16, H, carries 0.4034; number 17, H, carries 0.2874; number 18, H, carries 0.4551; number 19, H, carries -0.0542; number 20, H, carries 0.3011; number 21, H, carries 0.2462; number 22, H, carries 0.3841; number 23, H, carries 0.3378; number 24, H, carries 0.2823; number 25, N, carries 0.3841; number 26, N, carries -0.6571; number 27, N, carries -0.2467; number 28, N, carries -0.4118; number 29, S, carries -0.3036

Here is a cluster of 2 separate species, C10H14NO in total at a distorted geometry from the Open Molecules 2025 dataset. Energies are from ωB97M-V/def2-TZVPD.

Computed properties:
- HOMO (hartree) = -0.4225
- HOMO-LUMO gap (eV) = 6.9

Geometry as ORCA input:
```
! wB97M-V def2-TZVPD RIJCOSX def2/J DEFGRID3
* xyz 1 1
C 4.192 0.422 -0.144
C 3.552 -0.424 -1.051
C 3.363 1.085 0.828
C 2.215 -0.748 -0.892
C 2.047 0.772 1.008
C 1.374 -0.114 0.080
C -2.160 2.049 -0.013
C -0.416 -1.837 0.298
C 0.033 -0.568 0.277
C -1.826 -2.111 0.362
N -2.992 1.337 -0.720
O -0.877 0.466 0.602
H 5.294 0.533 -0.352
H 4.092 -1.008 -1.876
H 4.036 1.535 1.593
H 1.756 -1.505 -1.603
H 1.484 1.284 1.773
H -2.283 2.009 1.042
H -1.435 2.846 -0.355
H 0.291 -2.594 -0.035
H -2.173 -1.262 0.919
H -2.223 -3.083 0.903
H -2.227 -2.013 -0.672
H -3.744 0.916 -0.120
H -3.190 1.259 -1.672
H -0.272 1.198 0.953
*
```

From a Mulliken analysis of the wavefunction, the atomic charges in e read: number 1, C, carries -0.2823; number 2, C, carries -0.4553; number 3, C, carries -0.8037; number 4, C, carries -0.3707; number 5, C, carries -0.3299; number 6, C, carries 0.5840; number 7, C, carries -0.1416; number 8, C, carries -0.5103; number 9, C, carries 0.6228; number 10, C, carries -0.8219; number 11, N, carries -0.1530; number 12, O, carries -0.4888; number 13, H, carries 0.3266; number 14, H, carries 0.2734; number 15, H, carries 0.2980; number 16, H, carries 0.2826; number 17, H, carries 0.4695; number 18, H, carries 0.2892; number 19, H, carries 0.3161; number 20, H, carries 0.4048; number 21, H, carries 0.1334; number 22, H, carries 0.3174; number 23, H, carries 0.2154; number 24, H, carries 0.3254; number 25, H, carries 0.2265; number 26, H, carries 0.2726

> Which formula does entry 1 have?

C10H14N4S

> The highest HOMO-LUMO gap belongs to which entry?

C10H14N4S